[1]
23
Properties=species:S:1:pos:R:3:nbo_charge:R:1 method="wB97M-V/def2-TZVPD" s_squared=2.0095 e_homo_ev="-4.538 / -8.874" total_charge=0 e_lumo_ha="0.0228 / -0.1279" multiplicity=3
C -0.49 0.51 2.09 0.22
C -1.38 1.51 0.04 0.02
C -1.57 1.42 1.58 -0.52
C -0.14 -0.46 0.02 0.29
C 2.31 -0.22 -0.22 -0.49
C 1.10 -0.41 -2.28 -0.46
C -1.04 -1.65 0.00 0.93
N 0.28 -0.24 1.44 -0.48
N -0.86 0.57 -0.63 -0.61
N 1.16 -0.84 -0.90 -0.02
F -2.04 -1.63 0.93 -0.33
F -1.60 -1.84 -1.19 -0.31
F -0.40 -2.78 0.36 -0.33
Cl -1.80 2.92 -0.75 -0.01
H -0.29 0.57 3.16 0.18
H -2.47 1.13 1.86 0.22
H -1.38 2.44 2.02 0.23
H 3.14 -0.28 -0.81 0.21
H 2.03 0.82 0.17 0.27
H 2.32 -0.70 0.79 0.27
H 0.12 -0.65 -2.54 0.25
H 1.14 0.65 -2.29 0.25
H 1.84 -0.86 -2.86 0.22


[2]
18
Properties=species:S:1:pos:R:3:nbo_charge:R:1 method="wB97M-V/def2-TZVPD" e_homo_ev="-6.991 / -7.237" de_lowest_kcal_mol=84.6 total_charge=0 e_lumo_ha="-0.0170 / -0.0008"
C -0.63 -0.30 1.13 -0.27
C -2.01 0.31 1.22 -0.54
C -0.92 0.98 -0.82 -0.55
C -0.15 -0.12 -0.34 -0.08
C 0.22 0.44 2.06 -0.59
C 1.32 -0.41 -2.43 -0.66
C 0.98 -0.64 -1.01 0.06
S -2.44 1.09 -0.09 0.71
Cl 2.08 -1.71 0.07 -0.10
H -0.58 -1.40 1.55 0.24
H -2.55 -0.30 1.88 0.24
H -0.79 1.28 -1.83 0.22
H 1.16 0.18 1.65 0.24
H -0.25 0.10 3.15 0.21
H 0.14 1.49 2.00 0.21
H 0.73 0.38 -2.71 0.22
H 1.29 -1.29 -3.09 0.23
H 2.40 -0.09 -2.39 0.23


[3]
25
Properties=species:S:1:pos:R:3:nbo_charge:R:1 method="wB97M-V/def2-TZVPD" s_squared=3.7865 e_homo_ev="-9.199 / -9.454" total_charge=0 e_lumo_ha="-0.0649 / -0.0221" multiplicity=4
Cr 0.03 0.36 0.11 1.45
O 0.49 -0.69 -1.85 -0.69
C 1.63 -1.47 -1.52 -0.09
C 1.41 -2.28 -0.24 -0.26
N 0.93 -1.42 0.86 -0.43
C -0.12 -2.11 1.61 -0.35
C -1.37 -2.07 0.68 0.78
O -2.12 -3.01 0.56 -0.59
O -1.40 -0.96 0.04 -0.74
C 1.98 -0.93 1.75 -0.35
C 1.36 0.25 2.57 0.78
O 1.67 0.44 3.71 -0.58
O 0.52 0.94 1.88 -0.71
H -0.25 -1.29 -2.06 0.51
H 2.45 -0.74 -1.39 0.20
H 1.89 -2.14 -2.35 0.21
H 2.32 -2.81 0.04 0.22
H 0.63 -3.02 -0.45 0.22
H -0.36 -1.54 2.52 0.25
H 0.16 -3.13 1.90 0.22
H 2.82 -0.53 1.17 0.22
H 2.34 -1.70 2.44 0.22
S 1.21 4.24 -1.93 -0.01
C 0.66 2.97 -1.19 0.25
N 0.28 1.99 -0.64 -0.74


[4]
17
Properties=species:S:1:pos:R:3:nbo_charge:R:1 method="wB97M-V/def2-TZVPD" smiles="C=C1CCC=C1CF" e_homo_ev=-8.442 de_lowest_kcal_mol=4.7 total_charge=0 e_lumo_ha=0.0354
C -0.83 -1.65 -0.97 -0.41
C -0.36 -0.45 -0.60 -0.01
C -0.57 0.86 -1.33 -0.44
C -0.03 1.93 -0.32 -0.44
C 0.65 1.15 0.75 -0.12
C 0.41 -0.19 0.62 -0.10
C 0.85 -1.27 1.55 0.04
F -0.22 -1.81 2.18 -0.36
H -0.71 -2.52 -0.31 0.21
H -1.38 -1.73 -1.89 0.20
H -0.11 0.77 -2.31 0.22
H -1.64 1.06 -1.53 0.22
H 0.67 2.60 -0.78 0.21
H -0.87 2.46 0.11 0.22
H 1.22 1.71 1.49 0.21
H 1.37 -2.09 1.03 0.17
H 1.56 -0.83 2.29 0.17


[5]
21
Properties=species:S:1:pos:R:3:nbo_charge:R:1 method="wB97M-V/def2-TZVPD" e_homo_ev="-9.836 / -8.402" de_lowest_kcal_mol=70.5 total_charge=0 e_lumo_ha="-0.0164 / -0.0989"
C 1.18 1.88 -0.31 -0.11
C -0.08 0.76 -1.79 -0.07
C 0.08 2.05 -1.20 0.10
C -0.27 -2.40 1.19 0.04
C -0.55 3.29 -1.68 -0.68
C 0.80 -2.99 2.12 -0.64
C -0.77 -1.11 1.38 0.74
N 1.56 0.61 -0.39 -0.18
N -0.70 -3.22 0.26 -0.55
N 0.88 -0.01 -1.30 -0.22
F -0.42 -0.22 2.33 -0.30
F -1.81 -0.67 0.70 -0.31
H 1.50 2.70 0.27 0.21
H -0.83 0.43 -2.53 0.22
H -1.57 3.26 -1.32 0.25
H -0.12 4.26 -1.53 0.24
H -0.80 3.31 -2.82 0.25
H 0.35 -4.02 2.43 0.24
H 1.71 -2.92 1.67 0.23
H 1.07 -2.31 2.97 0.22
H -1.20 -2.69 -0.45 0.33


[6]
20
Properties=species:S:1:pos:R:3:nbo_charge:R:1 method="wB97M-V/def2-TZVPD" e_homo_ev="-9.038 / -8.601" de_lowest_kcal_mol=34.6 total_charge=0 e_lumo_ha="-0.0292 / -0.0636"
C -1.64 -1.47 -0.12 -0.13
C -0.38 -2.07 -0.11 0.43
C -0.99 0.35 1.13 -0.40
C 0.35 -0.26 1.30 -0.41
C -0.16 -0.03 -1.08 -0.39
C -1.40 -0.03 -0.29 -0.28
C 0.59 -0.90 -0.11 -0.30
O -4.48 -0.39 0.76 -0.77
O -0.15 -3.26 -0.32 -0.52
F -4.27 1.74 -0.43 -0.52
S -4.72 0.12 -0.55 1.30
H -2.42 -2.18 -0.08 0.22
H -1.75 0.13 1.78 0.23
H -0.83 1.45 1.00 0.21
H 1.18 0.48 1.26 0.22
H 0.44 -0.91 2.19 0.23
H -0.25 -0.48 -2.03 0.23
H 0.22 1.02 -1.11 0.21
H -2.19 0.68 -0.62 0.23
H 1.55 -1.18 -0.40 0.23


| no. | calculated total energy (Ha) |
| --- | --- |
| 1 | -1195.95985 |
| 2 | -1130.34351 |
| 3 | -2200.58527 |
| 4 | -371.94820 |
| 5 | -635.93260 |
| 6 | -920.52908 |